No. 1
ORCA calculation (ωB97M-V with the def2-TZVPD basis set) on an isolated ion of composition C6H7Br2N4S and charge -1 at a distorted geometry.

Values from the calculation:
SMILES: [S-]c1ncn(N(NBr)C2CC2)c1Br
HOMO, eV: -2.65
ΔE to the lowest compared entry with this formula, charge and spin, kJ/mol: 0.0
Largest force on an atom, hartree/bohr: 0.0747
Net charge: -1
Total energy, eV: -163212.9857
Gap between HOMO and LUMO, eV: 4.89

Element x y z (Å)
C 0.510 -1.201 -1.272
C 2.658 -1.137 -1.024
C 2.092 -0.738 0.169
C -0.473 1.967 -0.258
C -1.723 1.173 -0.518
C -0.884 0.901 0.707
N 1.623 -1.441 -1.888
N 0.707 -0.752 0.004
N -1.088 -1.346 1.776
N -0.098 -0.257 0.946
S 4.297 -1.238 -1.427
Br 2.812 -0.127 1.780
Br -2.796 -1.735 0.940
H -0.462 -1.378 -1.698
H 0.388 1.788 -0.886
H -0.566 2.993 0.072
H -2.686 1.640 -0.366
H -1.706 0.464 -1.331
H -1.299 1.244 1.653
H -1.305 -0.821 2.619

No. 2
ORCA calculation (ωB97M-V with the def2-TZVPD basis set) on C16H18BN5O5RuTe as an isolated structure.

Values from the calculation:
HOMO (alpha / beta), eV: -4.41 / -4.64
ΔE to the lowest compared entry with this formula, charge and spin, kJ/mol: 0.0
Largest force on an atom, hartree/bohr: 0.0094
2S+1: 6
Net charge: -1
Total energy, eV: -45123.7029
Gap between HOMO and LUMO (alpha / beta), eV: 6.13 / 6.31

Element x y z (Å)
Ru 0.112 -0.026 0.109
B 2.611 -1.066 2.458
N 3.196 -0.205 1.307
C 4.457 0.203 1.116
C 4.546 0.805 -0.128
C 3.249 0.712 -0.641
N 2.461 0.095 0.229
N 1.408 -0.297 3.092
C 1.269 0.068 4.369
C 0.014 0.633 4.540
C -0.557 0.569 3.272
N 0.286 -0.004 2.413
H 3.457 -1.157 3.317
H 2.236 -2.130 2.044
H 5.194 0.033 1.882
H 5.411 1.251 -0.585
H 2.842 1.064 -1.576
H 2.075 -0.103 5.061
H -0.407 1.040 5.442
H -1.517 0.915 2.928
O -0.893 3.918 -0.942
C -0.963 2.707 -1.088
O -0.040 1.867 -0.782
C -2.248 2.142 -1.676
C -3.426 2.864 -1.495
C -4.622 2.406 -2.017
C -4.604 1.219 -2.733
C -3.450 0.487 -2.951
C -2.265 0.963 -2.409
N -5.877 0.706 -3.267
O -5.870 -0.379 -3.818
O -6.866 1.409 -3.163
H -3.378 3.793 -0.944
H -5.548 2.943 -1.878
H -3.479 -0.432 -3.515
H -1.350 0.398 -2.542
Te -0.095 -2.122 -1.354
C -2.708 -2.098 1.593
C -3.083 -0.836 0.879
C -4.472 -0.732 0.312
O -2.285 0.070 0.727
H -3.297 -2.159 2.513
H -1.644 -2.111 1.819
H -2.971 -2.965 0.984
H -5.206 -1.265 0.915
H -4.442 -1.208 -0.673
H -4.746 0.311 0.179

No. 3
ORCA calculation (ωB97M-V with the def2-TZVPD basis set) on C48H41Br2CaN13O6S2 as an isolated structure at a distorted geometry.

Values from the calculation:
HOMO, eV: -7.67
ΔE to the lowest compared entry with this formula, charge and spin, kJ/mol: 100.6
Largest force on an atom, hartree/bohr: 0.0411
Total energy, eV: -262297.9191
Gap between HOMO and LUMO, eV: 7.78

Element x y z (Å)
Ca -0.895 0.575 -0.535
C 1.559 -0.573 4.732
N 1.316 0.014 3.424
C 0.366 -0.299 2.540
N 0.409 0.540 1.522
C 1.437 1.376 1.854
N 2.008 1.112 3.007
C 2.978 -1.049 4.951
C 3.326 -1.511 6.215
C 4.616 -1.949 6.478
C 5.580 -1.927 5.480
C 5.235 -1.467 4.216
C 3.939 -1.035 3.951
C 6.243 -1.417 3.149
N 7.521 -1.478 3.234
N 8.005 -1.355 1.911
C 6.969 -1.229 1.167
O 5.812 -1.260 1.873
C 6.877 -1.073 -0.291
C 7.974 -0.627 -1.021
C 7.855 -0.469 -2.394
C 6.652 -0.746 -3.033
C 5.558 -1.196 -2.306
C 4.256 -1.537 -3.004
N 3.108 -1.424 -2.121
C 2.355 -0.360 -1.840
N 1.449 -0.669 -0.935
C 1.702 -1.993 -0.694
N 2.696 -2.496 -1.395
C 5.678 -1.364 -0.933
H 0.864 -1.405 4.840
H 1.304 0.170 5.486
H -0.334 -1.124 2.645
H 1.750 2.200 1.230
H 2.583 -1.521 7.009
H 4.872 -2.304 7.469
H 6.592 -2.266 5.666
H 3.699 -0.660 2.966
H 8.899 -0.398 -0.505
H 8.703 -0.121 -2.971
H 6.570 -0.615 -4.108
H 4.273 -2.569 -3.341
H 4.100 -0.896 -3.869
H 2.479 0.604 -2.317
H 1.115 -2.584 -0.005
H 4.842 -1.741 -0.357
Br -7.338 3.524 -2.203
C -5.545 3.060 -1.853
C -4.732 2.611 -2.865
C -3.450 2.202 -2.530
N -2.958 2.240 -1.284
C -3.747 2.768 -0.338
C -5.048 3.177 -0.565
C -3.128 2.973 1.008
C -3.154 4.245 1.564
C -2.558 4.424 2.796
Br -2.528 6.134 3.578
C -1.989 3.354 3.453
C -2.017 2.124 2.818
N -2.559 1.923 1.609
H -5.079 2.546 -3.886
H -2.794 1.808 -3.294
H -5.656 3.568 0.239
H -3.608 5.071 1.033
H -1.535 3.467 4.429
H -1.621 1.243 3.303
C 0.695 4.822 -0.981
C 0.209 3.459 -1.414
O -0.166 2.695 -0.515
C 0.225 3.114 -2.835
C 0.590 4.101 -3.782
C 0.609 3.850 -5.126
C 0.225 2.569 -5.581
C -0.125 1.578 -4.703
C -0.104 1.794 -3.292
O -0.347 0.819 -2.496
H 0.654 4.870 0.104
H 0.067 5.614 -1.397
H 1.720 4.998 -1.315
H 0.852 5.093 -3.435
H 0.905 4.619 -5.828
H 0.201 2.370 -6.648
H -0.444 0.596 -5.035
C -5.972 -0.133 1.091
N -4.861 -0.393 2.010
C -4.131 -1.497 2.259
S -2.823 -1.370 3.365
N -4.417 -2.694 1.713
C -5.349 -3.059 0.643
H -6.333 0.869 1.316
H -6.796 -0.818 1.263
H -5.675 -0.163 0.047
H -4.380 0.424 2.349
H -3.728 -3.380 1.970
H -5.277 -2.397 -0.214
H -6.379 -3.085 0.994
H -5.083 -4.061 0.316
O -1.160 -2.406 0.433
C -1.939 -2.268 -0.503
N -2.387 -1.049 -0.957
S -3.339 -1.215 -2.273
O -4.674 -0.748 -1.985
O -2.749 -0.718 -3.487
C -3.315 -2.981 -2.304
C -3.946 -3.855 -3.167
C -3.760 -5.213 -2.939
C -2.961 -5.664 -1.885
C -2.327 -4.763 -1.039
C -2.519 -3.415 -1.270
H -4.564 -3.495 -3.981
H -4.244 -5.933 -3.587
H -2.830 -6.729 -1.733
H -1.699 -5.094 -0.219

No. 4
ORCA calculation (ωB97M-V with the def2-TZVPD basis set) on a 2-piece molecular cluster, C9H14 overall at a distorted geometry.

Values from the calculation:
SMILES: Cc1ccccc1.CC
HOMO, eV: -8.62
ΔE to the lowest compared entry with this formula, charge and spin, kJ/mol: 253.8
Largest force on an atom, hartree/bohr: 0.1123
Total energy, eV: -9557.5507
Gap between HOMO and LUMO, eV: 9.63

Element x y z (Å)
C 1.051 -3.043 -2.326
C 0.122 -1.916 -1.802
H 0.895 -3.292 -3.263
H 2.167 -2.878 -2.359
H 1.036 -3.891 -1.810
H 0.082 -1.080 -2.354
H 0.506 -1.598 -0.787
H -0.904 -2.447 -1.693
C 1.578 0.290 1.072
C -1.168 2.843 0.353
C 0.150 2.367 0.443
C -2.178 2.209 1.133
C 0.298 1.144 1.284
C -1.909 1.042 1.800
C -0.654 0.701 2.210
H -1.409 3.784 -0.216
H 0.957 2.723 -0.189
H -3.111 2.531 0.733
H -2.788 0.485 2.150
H 2.532 0.932 0.857
H 1.335 -0.266 0.139
H -0.520 -0.217 2.825
H 1.932 -0.425 1.801

No. 5
ORCA calculation (ωB97M-V with the def2-TZVPD basis set) on C24H24BF6IrN4O2Sb as an isolated structure at a distorted geometry.

Values from the calculation:
HOMO (alpha / beta), eV: -11.75 / -10.91
ΔE to the lowest compared entry with this formula, charge and spin, kJ/mol: 27.2
Largest force on an atom, hartree/bohr: 0.0222
Net charge: +1
Total energy, eV: -61685.8665
Gap between HOMO and LUMO (alpha / beta), eV: 4.47 / 3.14

Element x y z (Å)
Ir 0.206 -0.206 -0.042
C -1.727 -0.009 -3.845
C -0.490 0.841 -3.878
C -0.384 1.874 -4.778
C 0.739 2.701 -4.795
C 1.772 2.522 -3.889
C 1.709 1.527 -2.931
C 2.886 1.309 -2.027
C 0.569 0.673 -2.936
N 0.516 -0.356 -2.015
C 0.322 -1.664 -2.523
O 0.546 -1.981 -3.656
C -0.126 -2.628 -1.478
C -0.354 -3.976 -1.661
C -0.759 -4.731 -0.565
C -0.937 -4.126 0.673
C -0.696 -2.769 0.779
N -0.304 -2.077 -0.281
C -0.870 -1.946 2.009
O -1.216 -2.438 3.049
N -0.561 -0.587 1.820
C -0.896 0.242 2.880
C 0.142 0.958 3.548
C 1.578 0.834 3.138
C -0.207 1.714 4.645
C -1.536 1.810 5.049
C -2.549 1.141 4.365
C -2.262 0.352 3.284
C -3.362 -0.307 2.507
H -2.549 0.517 -4.326
H -2.032 -0.235 -2.823
H -1.572 -0.945 -4.384
H -1.188 2.049 -5.481
H 0.803 3.494 -5.529
H 2.648 3.156 -3.935
H 3.799 1.270 -2.621
H 2.825 0.393 -1.451
H 2.989 2.148 -1.335
H -0.202 -4.406 -2.641
H -0.932 -5.792 -0.677
H -1.252 -4.671 1.552
H 1.743 1.185 2.120
H 1.917 -0.201 3.186
H 2.205 1.426 3.800
H 0.556 2.222 5.218
H -1.775 2.419 5.911
H -3.578 1.251 4.678
H -4.329 0.060 2.844
H -3.348 -1.388 2.658
H -3.268 -0.109 1.439
B 4.318 -1.968 1.257
C 2.971 -1.367 0.784
N 1.956 -0.901 0.470
H 4.930 -1.044 1.738
H 4.853 -2.430 0.277
H 4.017 -2.812 2.070
F 0.551 1.871 -0.076
Sb -1.220 2.765 -0.149
F -1.502 0.789 -0.575
F -1.702 2.078 1.502
F -2.994 3.136 -0.513
F -0.568 4.359 0.504
F -0.818 2.983 -1.940

No. 6
ORCA calculation (ωB97M-V with the def2-TZVPD basis set) on one molecule with the formula C2H4N2O at a distorted geometry.

Values from the calculation:
SMILES: CONC#N
HOMO, eV: -9.63
ΔE to the lowest compared entry with this formula, charge and spin, kJ/mol: 341.8
Largest force on an atom, hartree/bohr: 0.0918
Total energy, eV: -7162.9372
Gap between HOMO and LUMO, eV: 10.38

Element x y z (Å)
C -1.637 -0.168 0.158
C 1.187 0.543 0.126
N -2.452 0.564 0.533
N -0.535 -0.915 -0.263
O 0.558 -0.351 -0.852
H 0.507 0.352 1.016
H 1.201 1.481 -0.376
H 2.147 0.207 0.435
H -0.976 -1.714 -0.777

No. 7
ORCA calculation (ωB97M-V with the def2-TZVPD basis set) on a 3-piece molecular cluster, C19H21FN2O7 overall.

Values from the calculation:
SMILES: CC[C@H](F)[C@H]1OC(=O)O[C@@H]1C.O=[N+]([O-])c1ccccc1.O=[N+]([O-])c1ccccc1
HOMO, eV: -9.73
Largest force on an atom, hartree/bohr: 0.0147
Total energy, eV: -40068.7017
Gap between HOMO and LUMO, eV: 8.91

Element x y z (Å)
C -0.878 -1.706 0.376
C -1.516 -0.361 -0.026
C -0.538 0.760 -0.329
F -1.287 1.959 -0.378
C 0.174 0.705 -1.681
O 1.313 1.603 -1.615
C 2.427 0.916 -1.941
O 3.538 1.242 -1.644
O 2.081 -0.176 -2.662
C 0.806 -0.621 -2.131
C 0.046 -1.337 -3.223
H -1.082 -2.466 -0.378
H 0.193 -1.598 0.526
H -1.285 -2.076 1.317
H -2.200 -0.464 -0.872
H -2.132 -0.007 0.803
H 0.188 0.902 0.477
H -0.514 1.148 -2.401
H 1.054 -1.280 -1.305
H -0.950 -1.616 -2.879
H 0.588 -2.232 -3.528
H -0.022 -0.670 -4.083
C 3.443 5.209 -1.371
C 3.702 6.573 -1.341
C 2.786 7.443 -0.772
C 1.621 6.922 -0.241
C 1.341 5.568 -0.264
C 2.264 4.707 -0.837
N 0.649 7.840 0.375
O 0.908 9.026 0.364
O -0.354 7.359 0.859
H 4.163 4.530 -1.809
H 4.621 6.961 -1.758
H 2.973 8.505 -0.741
H 0.419 5.192 0.155
H 2.062 3.646 -0.867
C -3.428 -6.350 3.905
C -3.802 -6.401 2.569
C -2.899 -6.046 1.580
C -1.630 -5.646 1.956
C -1.236 -5.586 3.280
C -2.149 -5.942 4.259
N -0.663 -5.276 0.910
O -1.039 -5.308 -0.244
O 0.451 -4.952 1.264
H -4.136 -6.631 4.673
H -4.798 -6.718 2.294
H -3.175 -6.080 0.537
H -0.238 -5.269 3.539
H -1.860 -5.901 5.300

No. 8
ORCA calculation (ωB97M-V with the def2-TZVPD basis set) on C2H6BrMnO as an isolated structure at a distorted geometry.

Values from the calculation:
HOMO (alpha / beta), eV: -13.45 / -13.46
ΔE to the lowest compared entry with this formula, charge and spin, kJ/mol: 428.2
Largest force on an atom, hartree/bohr: 0.3346
2S+1: 6
Net charge: +1
Total energy, eV: -105568.3387
Gap between HOMO and LUMO (alpha / beta), eV: 6.89 / 6.13

Element x y z (Å)
Mn 2.935 -0.264 -1.913
Br 1.717 -1.033 -0.815
C -0.332 0.749 -0.209
C -0.939 -0.045 0.915
O -0.507 -1.392 0.710
H 0.755 0.701 -0.267
H -0.584 1.793 -0.021
H -0.709 0.509 -1.203
H -2.026 0.005 0.986
H -0.455 0.338 1.813
H 0.145 -1.360 0.006

No. 9
ORCA calculation (ωB97M-V with the def2-TZVPD basis set) on a 2-piece molecular cluster, C9H14 overall at a distorted geometry.

Values from the calculation:
SMILES: Cc1ccccc1.CC
HOMO, eV: -8.95
ΔE to the lowest compared entry with this formula, charge and spin, kJ/mol: 92.3
Largest force on an atom, hartree/bohr: 0.0468
Total energy, eV: -9559.2245
Gap between HOMO and LUMO, eV: 9.98

Element x y z (Å)
C 0.330 -2.898 2.369
C -0.926 -2.152 2.107
H 1.210 -2.247 2.206
H 0.630 -3.274 3.348
H 0.464 -3.735 1.687
H -0.739 -1.079 2.068
H -1.729 -2.249 2.842
H -1.459 -2.392 1.178
C 0.773 0.522 0.726
C -0.865 0.645 -1.122
C 0.335 1.177 -0.541
C -1.169 1.024 -2.438
C 1.027 2.189 -1.161
C -0.421 2.058 -3.007
C 0.676 2.660 -2.424
H -1.353 -0.060 -0.465
H -1.895 0.460 -3.010
H 1.865 0.537 0.788
H 0.620 -0.548 0.747
H 1.820 2.705 -0.625
H -0.696 2.259 -4.033
H 1.135 3.516 -2.898
H 0.368 0.880 1.657

No. 10
ORCA calculation (ωB97M-V with the def2-TZVPD basis set) on a 6-piece molecular cluster, C30H36B2NO overall.

Values from the calculation:
HOMO, eV: -4.41
Largest force on an atom, hartree/bohr: 0.0188
Net charge: -1
Total energy, eV: -36586.5879
Gap between HOMO and LUMO, eV: 7.11

Element x y z (Å)
B -0.346 0.987 2.200
B 1.371 1.022 2.219
N 2.195 1.021 1.007
O 2.198 1.015 3.376
H -0.874 1.543 3.169
H -0.669 -0.225 2.202
H -0.775 1.476 1.138
H 1.608 0.975 0.176
H 2.911 0.308 0.928
H 2.665 1.857 3.461
C -5.074 -0.491 5.005
C -3.752 -0.127 5.213
C -2.718 -0.839 4.619
C -3.025 -1.919 3.800
C -4.351 -2.275 3.579
C -5.379 -1.568 4.187
H -5.870 0.078 5.471
H -3.520 0.729 5.834
H -1.689 -0.537 4.753
H -2.226 -2.461 3.311
H -4.582 -3.097 2.913
H -6.411 -1.840 4.004
C -4.462 -2.915 -0.086
C -3.164 -2.575 0.270
C -2.099 -3.227 -0.328
C -2.316 -4.200 -1.294
C -3.615 -4.535 -1.652
C -4.687 -3.894 -1.045
H -5.297 -2.408 0.382
H -2.972 -1.804 1.006
H -1.086 -2.958 -0.053
H -1.474 -4.694 -1.763
H -3.793 -5.295 -2.404
H -5.701 -4.155 -1.324
C -1.129 5.191 -2.536
C -1.392 3.850 -2.289
C -0.617 3.141 -1.383
C 0.429 3.772 -0.723
C 0.688 5.114 -0.965
C -0.088 5.825 -1.872
H -1.739 5.744 -3.240
H -2.213 3.358 -2.797
H -0.831 2.104 -1.157
H 1.026 3.221 -0.007
H 1.500 5.607 -0.444
H 0.115 6.873 -2.058
C 2.954 -3.940 -0.509
C 3.308 -3.269 -1.674
C 2.784 -2.009 -1.926
C 1.924 -1.417 -1.016
C 1.585 -2.075 0.156
C 2.095 -3.343 0.406
H 3.358 -4.925 -0.308
H 3.991 -3.727 -2.379
H 3.053 -1.475 -2.829
H 1.525 -0.430 -1.211
H 0.916 -1.596 0.863
H 1.827 -3.858 1.320
C 5.097 0.883 -2.729
C 5.432 1.604 -3.867
C 4.828 2.830 -4.112
C 3.891 3.334 -3.220
C 3.558 2.614 -2.080
C 4.163 1.389 -1.836
H 5.560 -0.077 -2.536
H 6.161 1.210 -4.564
H 5.085 3.392 -5.002
H 3.416 4.287 -3.413
H 2.826 3.001 -1.383
H 3.894 0.825 -0.952